Here is a 2-piece molecular cluster, C4H6OS overall at a distorted geometry from the Open Molecules 2025 dataset. Energies are from the ωB97M-V functional and the def2-TZVPD basis.

```
12
Properties=species:S:1:pos:R:3:forces:R:3
C -0.77328 -0.04122 1.47784 -0.53 -1.16 0.59
C -1.34769 0.42469 0.25308 0.91 1.70 -1.81
C -0.36739 1.24139 -0.32169 -0.96 -0.94 1.62
O 0.71880 1.27332 0.48498 0.39 0.52 -1.54
C 0.50797 0.46933 1.48828 -1.19 -1.29 1.85
H -1.31577 -0.72055 2.22339 1.31 1.15 -1.23
H -2.30030 0.27631 -0.28700 0.58 -0.15 0.97
H -0.22465 1.91443 -1.12113 -0.55 0.23 -0.99
H 1.36140 0.32606 2.11448 0.02 -0.08 0.53
S 1.70253 -1.30840 -1.88733 -0.54 -0.41 -0.04
H 0.57547 -1.87588 -1.40339 0.26 0.31 0.21
H 1.46291 -1.97948 -3.02151 0.29 0.10 -0.17
```
Positions in Å, forces in eV/Å.

Output
gap between HOMO and LUMO = 9.52 eV
strongest force on any atom = 2.6 eV/Å
ΔE to the lowest compared entry with this formula, charge and spin = 152.1 kJ/mol
LUMO energy = 0.86 eV